# 1
This record from OMol25 describes a molecular structure, C25H41Cl3O2P2Ti. The level of theory is ωB97M-V/def2-TZVPD.

Calculated values
ΔE to the lowest compared entry with this formula, charge and spin	0.0	kJ/mol
expectation value of S²	0.756
total charge	+1
2S+1	2

```
74
Properties=species:S:1:pos:R:3:forces:R:3
Ti -0.158546 0.128727 -0.081407 0.5 -1.9 1.2
C 1.904550 -0.516409 -0.761542 0.1 -0.2 1.7
C 2.029974 0.477154 0.290889 -0.5 -1.4 0.0
C 1.128502 -1.463294 1.230775 0.8 1.1 -1.2
C 1.367392 -1.718743 -0.165345 0.7 1.5 0.9
C 1.494598 -0.100182 1.510901 0.6 -0.7 -1.4
C 2.393461 -0.392403 -2.152404 0.2 0.0 -0.7
H 2.397560 0.647913 -2.490437 0.0 -0.1 0.0
H 1.754888 -0.968277 -2.829025 0.1 0.1 0.0
H 3.417734 -0.776431 -2.263587 -0.2 0.1 0.1
C 1.253684 -3.041218 -0.814631 -0.5 -0.6 -0.4
H 1.521716 -2.987567 -1.872980 -0.1 -0.1 0.1
H 0.230993 -3.441392 -0.750721 0.2 0.0 0.0
H 1.918188 -3.779456 -0.341424 -0.1 0.3 0.0
C 0.691439 -2.469108 2.222327 -0.5 -0.3 0.4
H 1.553575 -3.026064 2.621402 -0.2 0.2 -0.2
H 0.003404 -3.199157 1.776833 0.1 0.1 0.1
H 0.185686 -1.995615 3.073324 0.1 -0.2 -0.2
C 1.519425 0.518517 2.854901 -0.2 0.3 0.7
H 2.412111 0.236606 3.432981 -0.2 0.0 -0.2
H 0.649069 0.200583 3.437234 0.1 0.1 0.0
H 1.505908 1.610336 2.799910 0.0 -0.1 0.0
C 2.672786 1.807528 0.166924 0.3 0.7 -0.1
H 3.740672 1.776399 0.442340 -0.3 -0.1 -0.1
H 2.195454 2.546116 0.828009 0.2 -0.1 -0.2
H 2.622080 2.178413 -0.865778 0.0 0.0 0.3
C -3.532244 4.314947 -3.612623 0.2 0.0 -0.9
C -2.351487 4.858720 -3.929663 -0.5 0.0 -0.7
C -1.905398 6.259226 -3.614811 0.1 0.1 0.0
C -2.498900 6.866978 -2.333990 0.1 0.8 -0.2
C -2.509241 5.961692 -1.136742 -0.5 0.0 0.7
C -3.536796 5.186103 -0.754506 0.4 0.8 0.3
C -4.814828 4.999806 -1.508421 -0.4 -0.1 -0.3
C -4.700268 5.062319 -3.045997 -0.6 0.1 0.2
H -2.136680 6.937133 -4.451663 0.1 -0.2 0.1
H -3.497657 7.285897 -2.543756 0.5 -0.3 0.3
H -0.809414 6.269067 -3.537558 -0.1 -0.1 0.0
H -4.725307 6.107891 -3.385775 0.1 -0.5 0.0
H -3.768567 3.296445 -3.950484 0.3 0.3 0.1
H -1.679412 4.322712 -4.613904 -0.2 0.0 0.5
H -5.615292 4.606446 -3.461945 0.3 0.2 0.2
H -5.255117 4.032255 -1.236643 0.1 0.1 0.0
H -3.540415 4.728306 0.244263 0.2 0.1 -0.4
H -5.556734 5.750925 -1.198224 0.2 -0.1 0.1
H -1.871968 7.738880 -2.072112 -0.3 -0.3 -0.1
H -1.652169 6.108621 -0.468054 -0.3 -0.3 -0.1
P -1.056428 1.383639 -2.004564 0.2 0.1 0.6
C -1.997118 0.569129 -3.280688 -0.4 -0.3 -0.7
C -0.105432 2.738517 -2.712584 0.1 0.4 -0.3
P -1.524844 2.026363 0.865942 -0.1 0.1 -0.6
C -2.277285 2.156737 -0.847939 0.0 0.2 0.1
C -0.940588 3.698528 1.265734 0.1 0.4 0.2
C -2.908033 1.663492 1.974100 -0.2 0.1 0.3
H -2.299586 -0.437915 -2.938508 0.1 0.5 -0.1
H -1.354899 0.453838 -4.167712 -0.3 0.0 0.2
H -2.881552 1.177138 -3.521183 0.3 -0.3 -0.2
H -0.780843 3.528282 -3.059679 0.3 -0.2 0.1
H 0.479425 2.359129 -3.563811 -0.1 0.1 0.3
H 0.591136 3.164952 -1.979782 -0.2 -0.2 -0.1
H -3.733176 2.374946 1.805437 0.3 -0.3 0.2
H -2.546535 1.744883 3.012992 -0.2 0.0 -0.3
H -3.258867 0.630956 1.816880 0.1 0.4 0.0
H -3.254808 1.645455 -0.892072 0.4 0.2 0.0
H -2.394135 3.211950 -1.123265 -0.2 -0.2 0.0
H -0.737613 3.755099 2.350410 -0.1 0.0 -0.5
H -1.687565 4.456388 0.984555 0.3 -0.3 0.2
H 0.000926 3.913782 0.735384 -0.3 -0.1 0.1
Cl -2.584347 -4.560769 0.575110 -0.2 0.3 0.0
C -3.218598 -2.898483 0.556286 0.3 0.3 0.1
Cl -4.883610 -2.832928 -0.064791 0.5 -0.1 0.2
Cl -3.188414 -2.253573 2.221523 0.0 -0.1 -0.3
C -2.288623 -2.082059 -0.415408 -0.3 0.0 -1.1
O -2.370005 -2.342712 -1.603881 0.3 0.4 1.3
O -1.518195 -1.164438 0.120976 -1.2 -0.6 -0.4
```
Forces are in eV/Å.

Here are the Mulliken charges for atoms 1 to 5, given in e:
1. Ti -0.93
2. C 0.87
3. C 0.54
4. C 0.65
5. C 0.67

# 2
This record from OMol25 describes a molecular structure, C25H41N5O6. The level of theory is ωB97M-V/def2-TZVPD.

Calculated values
ΔE to the lowest compared entry with this formula, charge and spin	2532.9	kJ/mol
total charge	0

```
77
Properties=species:S:1:pos:R:3:forces:R:3
C -3.783912 -0.067676 -2.418464 4.1 3.4 -4.9
H -4.634544 0.181691 -2.963788 -2.1 -0.2 -0.8
C -3.799310 -1.270390 -1.734101 -3.6 -5.8 1.4
C -4.943841 -1.303816 -0.617149 -0.4 -4.0 -3.8
C -4.581053 -0.569128 0.446919 -0.3 5.4 12.2
H -4.243674 0.464783 0.300150 1.0 -0.5 -0.5
C -3.715201 -1.166787 1.750062 1.6 8.5 -8.0
N -2.250711 -0.808300 1.112312 -3.3 -3.9 3.0
C -1.348196 -1.761885 1.026728 5.5 3.7 1.5
O -0.062087 -1.556671 1.042494 -3.9 0.1 0.0
C -1.807687 -3.033371 0.970955 -0.1 -8.8 -5.0
H -2.115047 -3.567427 1.817314 -0.3 -0.1 1.8
H -2.594294 -3.451931 0.181482 0.9 2.2 1.5
C -0.565545 -3.912950 0.351814 -3.3 -0.6 -0.6
C 0.002790 -3.131981 -0.887691 5.9 -10.2 11.8
O -0.705012 -2.471696 -1.395557 -5.5 7.8 -8.4
O 1.378103 -3.376933 -0.742163 -1.8 3.0 -3.7
C 1.995303 -2.346184 -1.550256 4.0 1.0 -0.9
H 1.566842 -2.024034 -2.616238 0.4 -1.3 2.5
C 2.187331 -0.867669 -0.857371 -2.1 0.2 -3.7
O 1.765332 0.071812 -1.661558 2.0 -2.6 3.2
N 2.738147 -0.759207 0.349678 -1.3 -4.5 -4.4
C 3.326224 -1.868252 1.018594 -1.6 -1.9 1.0
H 3.069560 -2.861926 0.609742 0.0 0.8 -0.2
C 4.827617 -1.667482 0.990993 -6.1 -2.5 18.4
C 5.184378 -0.509861 1.961897 2.5 -0.9 -4.2
C 4.548416 0.448790 1.163070 -2.3 8.9 3.9
H 4.692813 1.730177 1.682451 -0.5 -3.4 -1.0
H 5.017775 0.682742 0.341777 2.7 0.6 -4.8
C 3.087937 0.406008 0.902947 -1.1 5.6 -1.1
C 2.147293 0.728869 1.992580 0.7 -16.3 -0.5
H 1.135742 0.149059 1.701977 2.0 1.5 1.0
H 2.572644 0.181387 2.950919 -1.2 1.0 -1.4
H 1.979187 1.548160 2.232549 -2.3 13.8 3.4
H 2.741068 1.123122 0.085702 1.4 -0.2 0.9
H 6.215700 -0.193034 2.154532 -0.1 -0.8 -0.2
H 4.663150 -0.562524 2.786281 -2.2 -1.0 4.7
H 5.172015 -2.670382 2.086940 -0.6 1.8 -3.7
H 5.352192 -1.794516 0.299748 7.6 -2.0 -11.0
H 2.665217 -1.880393 2.002505 2.4 -0.1 -1.1
H 3.080804 -2.819684 -1.703837 -2.1 1.4 0.0
H -1.079455 -4.855834 0.102219 0.2 0.1 -0.7
H 0.091884 -4.270836 1.073303 1.7 0.2 1.2
C -1.831312 0.387736 1.339282 4.0 11.8 -1.8
C -1.273840 1.199479 0.161158 2.9 -2.1 -1.4
N -0.827222 0.470380 -0.973385 -7.5 -2.4 5.5
H -0.082544 0.689765 -1.452257 4.9 1.9 -3.1
H -1.012611 -0.609436 -0.961171 0.5 3.2 -0.1
N -0.783732 2.557207 0.218188 -6.7 -9.2 13.5
C -0.994787 3.241526 1.556810 5.6 4.6 -7.0
O -0.467432 4.373187 1.545511 -2.0 -1.4 1.3
N -1.353143 2.532187 2.518641 -1.2 -0.7 7.4
C -1.697636 1.251769 2.479545 -6.1 -8.5 5.3
O -2.275402 0.645953 3.709484 3.4 3.5 -5.3
H -1.293438 2.920128 3.567585 -0.3 -1.0 -3.1
C -0.394975 3.322360 -0.654533 1.9 3.3 -14.4
C 1.047479 3.186302 -1.176304 0.9 0.6 6.1
C 1.355652 4.018388 -2.325053 -0.8 -1.1 -1.2
C 1.077247 3.351387 -3.623434 -5.6 -9.2 8.1
H 1.590517 3.746540 -4.231207 6.2 5.5 -9.3
H 0.032382 3.119361 -3.840450 0.0 0.8 -0.3
H 1.502879 2.237402 -3.522478 -0.6 2.1 -0.3
H 1.005387 5.000119 -2.434252 -1.2 1.5 0.9
H 2.365727 4.140868 -2.278256 3.1 0.5 -0.1
H 1.470744 2.118513 -1.158145 -1.0 1.6 -0.7
H 1.583321 3.648317 -0.210357 -0.4 -0.8 -1.8
H -0.966053 2.707687 -1.660763 0.8 2.5 1.6
H -0.723719 4.372265 -0.566212 0.2 -0.6 -0.1
H -3.907831 -0.675792 2.645487 0.4 2.2 1.1
H -3.771280 -2.041009 2.068697 -0.4 -8.5 1.3
H -5.456457 -0.029483 1.273168 0.9 -2.0 -2.7
H -5.856612 -0.892137 -0.923735 -1.3 0.7 -1.6
H -5.299649 -2.285949 -0.250590 0.7 -0.2 -0.6
H -4.246650 -1.915334 -2.556753 0.9 -0.4 1.2
H -2.914697 -1.776468 -1.328172 -0.1 0.7 -0.4
H -2.984031 -0.165067 -3.377479 -1.6 0.6 2.6
H -3.592151 0.838038 -1.921023 0.9 1.1 1.0
```
Forces are in eV/Å.

Here are the natural (NBO) charges for atoms 1 to 5, given in e:
1. C -0.59
2. H 0.21
3. C -0.42
4. C -0.46
5. C -0.37

# 3
This record from OMol25 describes a molecular structure, C25H42BCsF2N2O8P2. The level of theory is ωB97M-V/def2-TZVPD.

Calculated values
ΔE to the lowest compared entry with this formula, charge and spin	39.8	kJ/mol
total charge	-2

```
83
Properties=species:S:1:pos:R:3:forces:R:3
Cs 0.752817 1.344869 -0.252539 0.3 0.2 0.0
C 4.262783 3.570178 3.570334 0.0 0.0 0.0
C 2.861069 2.958828 3.742126 0.0 -0.1 0.0
O 2.711391 2.167961 4.705629 0.0 0.0 0.0
C 1.918731 3.373180 2.786546 0.0 0.0 0.0
C 0.542719 2.985939 2.725132 0.0 0.0 -0.1
C 0.018963 1.924178 3.663656 0.0 0.0 0.0
N -0.341246 3.416062 1.866786 -0.1 -0.1 0.0
N 0.060108 4.492984 1.068740 0.0 0.0 0.0
C -0.429394 4.483745 -0.144430 0.0 -0.1 0.1
O -1.058346 3.558726 -0.763322 -0.1 -0.1 -0.1
C -0.183311 5.769625 -0.904253 0.0 0.0 0.0
C 0.488217 6.855288 -0.339119 0.0 0.0 0.0
C 0.679675 8.022593 -1.061122 0.0 0.0 0.0
C 0.202242 8.133029 -2.364169 0.0 0.0 0.0
C -0.464158 7.057625 -2.934249 0.0 0.0 0.0
C -0.652016 5.886809 -2.209343 0.0 0.0 0.0
H 4.941874 3.098927 4.280933 0.0 0.0 0.0
H 4.236132 4.646745 3.759237 0.0 0.0 0.0
H 4.637027 3.424934 2.554617 0.0 0.0 0.0
H 2.243796 4.098944 2.052009 0.0 0.0 0.0
H 0.227954 2.187384 4.700491 0.0 0.0 0.0
H 0.522131 0.967619 3.493378 0.0 0.0 0.0
H -1.054108 1.812285 3.494401 0.0 0.0 0.0
H 0.849914 6.746364 0.674891 0.0 0.0 0.0
H 1.209077 8.854435 -0.608361 0.0 0.0 0.0
H 0.356446 9.045983 -2.929172 0.0 0.0 0.0
H -0.833054 7.128026 -3.952178 0.0 0.0 0.0
H -1.161116 5.030111 -2.631692 0.0 0.0 0.0
C -4.237527 -0.915761 0.503692 0.0 0.0 0.0
C -3.103938 0.038107 0.182153 0.0 0.0 0.0
C -2.929268 0.276320 -1.301898 0.0 0.0 0.0
O -1.826704 -0.405759 0.704780 0.1 0.1 0.0
P -1.157926 -1.665345 1.331614 0.0 0.0 0.0
O 0.186948 -1.386793 1.831487 0.0 0.0 0.0
C -1.156450 -2.970628 0.073043 -0.1 0.0 0.0
P 0.058906 -2.739018 -1.241778 -0.1 0.1 0.0
O -0.133657 -1.492528 -1.998837 0.0 -0.1 0.1
O -0.072331 -4.065988 -2.136299 0.0 0.0 -0.1
C -0.830201 -4.128729 -3.371476 -0.1 0.0 0.1
C -2.238568 -3.588962 -3.182865 0.0 0.0 -0.1
C -0.096660 -3.454693 -4.516597 0.0 0.0 0.1
O 1.375894 -2.973882 -0.442652 0.0 -0.2 0.1
C 2.751238 -3.050480 -0.920799 0.0 0.1 0.0
C 2.907579 -2.494899 -2.311143 0.2 0.0 -0.1
C 3.197754 -4.493553 -0.795363 -0.1 0.0 0.0
O -2.236515 -2.162323 2.395622 0.0 0.0 0.1
C -2.036126 -2.899108 3.623484 0.0 0.0 0.0
C -0.683253 -2.686488 4.274579 0.0 0.0 0.0
C -2.329398 -4.364739 3.354445 0.0 0.0 0.0
H -5.165286 -0.481763 0.127622 0.0 0.0 0.0
H -4.333811 -1.078814 1.574961 0.0 0.0 0.0
H -4.096629 -1.882487 0.013175 0.0 0.0 0.0
H -3.265283 0.992262 0.685034 0.0 0.0 0.0
H -2.655974 -0.647836 -1.813725 0.0 0.0 0.0
H -2.150436 1.017555 -1.473131 0.0 0.0 0.0
H -3.858386 0.665084 -1.722671 0.0 0.0 0.0
H -2.143463 -3.043452 -0.387718 0.0 0.0 0.0
H -0.937903 -3.917392 0.571210 0.0 0.0 0.0
H -0.888380 -5.202463 -3.562719 0.0 0.0 0.0
H -2.216468 -2.514748 -2.996152 0.0 0.0 0.0
H -2.741919 -4.092104 -2.355010 0.0 0.0 0.0
H -2.817227 -3.767812 -4.091408 0.0 0.0 0.0
H 0.028595 -2.391667 -4.316318 0.0 0.0 0.0
H -0.665313 -3.577785 -5.440571 0.0 0.0 0.0
H 0.886056 -3.902876 -4.658856 0.0 0.0 0.0
H 3.292166 -2.426503 -0.209084 0.0 0.0 0.0
H 2.350145 -3.088798 -3.034780 0.0 -0.1 0.0
H 3.962082 -2.511181 -2.590278 0.0 0.0 0.0
H 2.588300 -1.457855 -2.383388 0.0 0.1 0.0
H 2.638516 -5.121900 -1.491459 0.0 0.0 0.0
H 3.037407 -4.861023 0.218941 0.0 0.0 0.0
H 4.260000 -4.567514 -1.032091 0.0 0.0 0.0
H -2.806731 -2.496208 4.284558 0.0 0.0 0.0
H 0.123253 -3.103304 3.672484 0.0 0.0 0.0
H -0.694741 -3.187549 5.245329 0.0 0.0 0.0
H -0.470520 -1.629341 4.419886 0.0 0.0 0.0
H -1.557674 -4.799279 2.715752 0.0 0.0 0.0
H -3.295775 -4.480123 2.862567 0.0 0.0 0.0
H -2.344294 -4.921646 4.293002 0.0 0.0 0.0
F 3.854371 0.548992 -4.756704 0.0 0.0 0.0
B 3.997052 0.633245 -3.380899 -0.1 -0.1 0.0
F 5.132127 -0.121819 -3.087704 0.0 0.0 0.0
```
Forces are in eV/Å.

Here are the Mulliken charges for atoms 1 to 5, given in e:
1. Cs 1.04
2. C -1.31
3. C 0.65
4. O -0.83
5. C -0.29